ORCA calculation (ωB97M-V/def2-TZVPD) on a molecular structure, H20O10Sn at a distorted geometry.

Properties
DFT total energy   -978.16192 Ha
Highest occupied orbital energy   -16.5 eV
Charge   +2
Spin multiplicity   1

XYZ file:
```
31
H20O10Sn | the Open Molecules 2025 dataset | ωB97M-V/def2-TZVPD
Sn 22.222 -12.768 10.630
O 19.774 -13.162 11.521
H 19.093 -13.803 11.409
H 19.349 -12.497 12.118
O 21.644 -11.605 13.030
H 22.409 -11.053 13.314
H 20.864 -11.011 12.996
O 24.242 -11.889 12.005
H 25.050 -11.586 11.644
H 24.303 -11.881 12.966
O 22.613 -14.426 12.866
H 23.586 -14.416 12.816
H 22.473 -14.266 13.797
O 24.317 -14.219 10.323
H 24.843 -13.442 10.471
H 24.374 -14.331 9.396
O 24.039 -11.604 9.156
H 24.315 -10.688 9.209
H 24.633 -11.917 8.478
O 22.323 -13.749 8.107
H 21.520 -13.959 7.600
H 22.899 -13.239 7.521
O 20.491 -11.682 8.919
H 19.595 -11.613 9.245
H 20.438 -11.449 8.024
O 22.111 -10.050 10.621
H 22.925 -9.631 10.971
H 21.447 -9.781 11.241
O 21.254 -15.319 10.511
H 21.664 -15.878 9.814
H 21.259 -15.757 11.356
```